53
Properties=species:S:1:pos:R:3:forces:R:3:nbo_charge:R:1 method="wB97M-V/def2-TZVPD" energy_ha=-1260.28786 relative_energy_kj_mol=656.5 gap_ha=0.3419
C -0.20331 1.46268 -0.66641 3.3297 0.9413 -4.8682 -0.200
C -1.60376 1.23683 -0.45848 -1.7915 -2.8370 0.9492 -0.587
C -2.27756 0.18273 -1.36563 1.0333 0.2330 0.5409 0.483
O -1.89910 -0.90568 -1.73187 0.9356 1.0875 0.1143 -0.578
N 0.77769 1.23364 0.30174 -0.4614 1.5881 3.8040 -0.657
C 0.57831 1.31518 1.79252 1.9287 -2.1544 -1.2387 -0.073
N -0.15766 0.18576 2.42144 -1.3836 3.0357 1.7242 -0.882
H -0.11801 2.51185 -1.06197 0.0287 -0.2759 0.5566 0.158
H 0.25400 0.90996 -1.63298 -1.3118 0.8642 2.2863 0.181
H -1.75991 0.91357 0.59924 -0.1376 0.0667 -0.8880 0.295
H -2.12660 2.14577 -0.55398 -1.0110 0.8347 -0.1165 0.239
H -3.19765 0.47208 -1.76764 -2.0798 0.9062 -0.4102 0.113
H 1.32129 0.46792 0.11538 1.5177 -2.2110 -0.5424 0.373
H 1.55976 1.04685 2.18916 0.6466 1.2479 -0.4219 0.173
H 0.32658 2.29383 2.10657 -0.8004 0.8831 0.3069 0.183
H 0.16259 -0.59467 1.95424 0.3818 -2.0218 -1.2224 0.388
H 0.24062 0.08859 3.38630 -0.7879 0.1903 -1.0246 0.352
H 4.04101 -2.08012 -0.15069 3.8545 -4.2091 -1.3379 0.463
H 3.97287 -0.81617 0.71967 -0.8032 -1.1193 -1.1896 0.513
O 3.49740 -1.42863 0.07359 -3.0140 5.4167 2.6536 -0.978
H 1.39961 -2.07379 2.45685 -2.6381 -0.1424 -1.0994 0.469
H 1.10897 -2.76140 1.23984 -0.1928 -0.8301 -1.7351 0.505
O 0.57804 -2.25209 1.84050 3.1608 0.0285 2.5232 -0.952
H 1.00832 2.45672 -2.97114 -2.7326 0.7349 2.0823 0.441
H 2.03292 1.59775 -3.37450 -0.0052 1.8085 -1.0518 0.485
O 1.69676 2.53863 -3.56412 2.8807 -2.2053 -0.9724 -0.928
H -1.30136 -2.13871 0.19381 1.8655 1.1484 0.9085 0.484
H -1.53318 -3.57097 -0.26931 0.4565 -0.4074 0.1766 0.484
O -1.92420 -2.70735 -0.18294 -1.8061 -1.7019 -0.4887 -0.948
H -1.96940 1.21213 2.81517 -1.1319 -0.9891 2.2128 0.508
H -2.76319 0.34833 3.87539 -0.2997 -3.3745 0.5791 0.472
O -2.58703 1.20293 3.63069 1.6977 4.2055 -1.9181 -0.978
H 0.79519 -3.20497 -1.60080 -1.8222 -0.1275 -3.0381 0.494
H 2.00619 -2.55815 -1.02233 0.9608 0.9647 -0.2154 0.479
O 1.29443 -3.14093 -0.84194 1.0010 -0.8040 3.4854 -0.984
H 0.46172 -0.65378 -2.83086 -0.4556 -0.0108 0.3445 0.492
H 0.04325 0.72143 -3.50222 -0.3848 -0.2005 0.0646 0.475
O 0.61051 -0.04648 -3.55694 0.8483 -0.1682 -0.8315 -0.958
H -0.15850 -2.20005 -3.80682 -0.1689 0.7350 -1.1342 0.490
H -1.03742 -2.30016 -2.49377 0.5827 -0.0884 -0.7772 0.521
O -0.28429 -2.67646 -3.00912 -0.5373 -0.9488 1.6754 -1.002
H 2.35618 3.31747 -0.10908 1.6742 -0.1484 0.0323 0.472
H 3.16787 3.93568 -1.15161 0.4219 0.6214 -1.3221 0.475
O 3.32082 3.49020 -0.33549 -2.1695 -0.7133 1.3442 -0.948
H 4.24561 1.28489 2.74852 0.5752 0.1787 1.8854 0.475
H 3.70146 1.57470 1.45618 0.7945 -1.3753 -0.1407 0.491
O 4.18390 0.83465 1.93102 -1.3327 1.1705 -1.9894 -0.958
H -4.34762 -1.81278 -0.29252 0.5790 -0.8140 1.0342 0.474
H -3.54508 -2.60234 0.91621 -1.8656 1.1762 -1.6307 0.507
O -4.43149 -2.20505 0.60436 0.8874 -0.1479 0.6166 -0.990
H -4.14873 0.58243 1.38278 0.1508 0.2827 -0.1990 0.481
H -3.67481 1.72446 2.24199 -0.0381 -0.0317 -0.1119 0.498
O -3.69398 1.44107 1.31200 -1.0304 -0.2924 0.0147 -0.986

***

54
Properties=species:S:1:pos:R:3:forces:R:3:nbo_charge:R:1 method="wB97M-V/def2-TZVPD" energy_ha=-1335.59664 relative_energy_kj_mol=485.9 gap_ha=0.3397
C 2.88924 0.10711 1.86243 4.9973 1.4261 1.5033 -0.625
C 1.66556 0.42597 1.15999 -2.2631 -0.6612 0.1636 -0.102
C 0.57883 -0.71801 1.07901 1.4539 2.5484 -1.6039 -0.051
O 0.22659 -1.04790 2.32992 -1.9441 -1.2981 2.7433 -0.787
N 1.92088 0.69054 -0.22098 0.5564 3.1248 -3.9302 -0.662
C 1.22859 1.78844 -0.79457 -1.2855 0.7143 -0.1528 0.804
N 1.38705 2.18689 -2.12834 2.6614 -3.5128 2.3104 -0.827
O 0.35832 2.44623 -0.15270 1.6500 -1.3760 -0.4543 -0.764
H 3.84373 -0.13031 1.16565 -2.3659 -0.5422 1.5501 0.203
H 3.33781 1.14170 2.26928 -0.9979 -2.1619 -0.4461 0.213
H 2.68562 -0.54088 2.76464 0.6626 0.4329 -1.1562 0.247
H 1.23739 1.27983 1.83925 0.0973 -1.2133 -2.2346 0.239
H -0.15570 -0.24285 0.37879 -0.2392 -0.6841 0.8493 0.177
H 0.98150 -1.61372 0.55968 0.1451 0.5777 0.2317 0.145
H -0.53617 -0.59043 2.82301 0.7244 0.2093 -0.7405 0.550
H 2.69566 0.22755 -0.84040 -2.0939 1.1666 2.0070 0.440
H 0.92401 2.98211 -2.41404 -1.3669 1.4933 -0.3849 0.402
H 1.51880 1.45127 -2.81142 0.1842 0.3595 0.1411 0.417
H -1.06938 -2.64044 -3.39963 0.2548 1.6950 0.5029 0.501
H -0.28753 -1.57117 -2.56837 0.9280 -0.4389 0.7051 0.502
O -0.97738 -1.66802 -3.20597 -1.0860 -1.2927 -1.4270 -0.981
H -1.13753 1.19965 -1.89370 -3.0417 -1.7290 -1.9872 0.511
H -1.59473 -0.05630 -2.83100 -0.4378 0.1450 0.5357 0.500
O -1.98620 0.68980 -2.33421 2.5179 1.4800 2.4322 -0.970
H -2.57258 0.40492 -0.91132 -1.1434 0.4346 1.7024 0.502
H -3.70799 -0.37692 -0.72670 -1.1243 -0.6028 0.4132 0.466
O -3.29108 0.26591 -0.15442 1.7294 -0.1544 -2.0456 -1.012
H 2.66829 -1.13506 -3.52855 -1.1497 1.2531 0.1999 0.477
H 2.03642 -1.69443 -2.49456 -0.0333 -3.6851 3.0516 0.480
O 1.91250 -0.90745 -2.91421 1.1942 3.1324 -3.3938 -0.973
H -0.49617 3.28469 0.98068 -0.3888 0.6361 0.7518 0.518
H -1.44203 4.49998 1.09355 -0.2749 0.4251 -0.3360 0.469
O -0.95624 3.88799 1.63415 0.4546 -0.7779 -0.3751 -1.009
H -0.42325 -2.50097 1.79380 -0.4771 0.0472 -0.2631 0.498
H -0.42116 -3.95185 2.17359 -1.2338 1.5341 -2.9442 0.477
O -0.73712 -3.34206 1.36253 1.6813 -1.8567 3.3344 -0.988
H -0.35953 0.53743 -4.09492 0.3090 -0.3097 -0.2079 0.479
H -1.15697 1.79832 -4.29607 0.4271 -0.0702 0.3572 0.486
O -0.34451 1.47069 -3.86945 0.0561 0.6245 -1.8844 -0.958
H -2.59633 -0.14210 3.53314 0.7113 -0.4984 -0.2694 0.501
H -2.00921 0.95366 4.21307 1.8565 -1.1235 -0.3089 0.514
O -1.70489 0.04078 3.91411 -1.7261 0.6253 0.7086 -1.004
H 2.09779 -3.50248 -1.77142 -1.3160 -0.9726 1.1317 0.509
H 3.56602 -3.17118 -1.35600 3.1156 -0.7535 3.6943 0.479
O 2.92412 -3.10389 -1.96260 -1.7123 1.2170 -4.5364 -0.980
H -3.53393 0.49584 1.52125 -0.0327 0.2060 -0.1079 0.511
H -2.90561 1.66219 2.29114 -0.7425 -0.8739 0.0491 0.474
O -3.56188 0.93109 2.39505 0.2322 0.9659 -0.1327 -0.992
H -1.62369 3.18468 3.38726 -0.2530 1.0046 -1.0890 0.495
H -0.20894 2.85108 3.87079 -1.8759 -0.4092 0.1175 0.487
O -1.17574 2.61910 3.98969 2.1363 -0.1468 1.2360 -0.973
H 0.21700 -3.22963 -0.21911 -0.2463 -0.3615 -1.9125 0.521
H -0.18708 -4.20855 -1.25615 -1.8181 -3.0940 -0.3316 0.473
O 0.25884 -3.41881 -1.23463 1.9330 3.1211 2.2331 -1.007